[1]
9
Properties=species:S:1:pos:R:3:nbo_charge:R:1 method="wB97M-V/def2-TZVPD" e_above_lowest_kcal_mol=19.1 smiles=NSCS lumo_energy_ev=0.68 e_homo_ev=-8.645 multiplicity=1 charge=0 gap_ev=9.3
N -1.11610 1.11271 0.11074 -0.99
S -1.41547 -0.54510 0.20796 0.21
C 0.67615 -1.17842 0.04997 -0.61
S 1.72105 0.19371 0.33628 0.06
H -1.54043 1.54411 -0.70149 0.38
H -1.34774 1.60446 0.96419 0.38
H 0.71845 -1.58556 -0.94616 0.22
H 0.74471 -1.91229 0.83678 0.22
H 1.55938 0.76640 -0.85827 0.13


[2]
9
Properties=species:S:1:pos:R:3:nbo_charge:R:1 method="wB97M-V/def2-TZVPD" e_above_lowest_kcal_mol=25.3 lumo_energy_ev=0.34 e_homo_ev=-10.345 multiplicity=1 charge=0 gap_ev=10.7
C 2.79796 0.27303 -0.16319 -0.13
N 3.84967 0.60280 0.19736 -0.29
Si -0.63778 0.74252 0.03446 0.41
Si 1.15257 -0.65166 -0.17695 0.57
H -0.59633 1.12352 -1.44080 -0.14
H -1.82137 0.04637 0.22351 -0.13
H -0.74401 2.06775 0.62671 -0.09
H 0.95484 -1.84624 -0.99094 -0.09
H 1.77775 -1.21710 1.44104 -0.10


[3]
9
Properties=species:S:1:pos:R:3:nbo_charge:R:1 method="wB97M-V/def2-TZVPD" e_above_lowest_kcal_mol=45.4 smiles="[SiH2]=C=N[SiH3]" lumo_energy_ev=-0.01 e_homo_ev=-6.890 multiplicity=1 charge=0 gap_ev=6.9
Si 2.76370 -0.31221 -0.11203 0.26
C 0.88260 0.12462 0.04052 0.22
N -0.31249 -0.04399 -0.00698 -0.76
Si -2.23532 -0.27888 -0.04432 1.02
H 3.32248 -0.21244 1.18850 -0.17
H 2.98106 0.90589 -0.80712 -0.18
H -2.67393 -1.63526 -0.18997 -0.12
H -2.27117 0.67743 0.98627 -0.13
H -2.45694 0.77484 -1.05487 -0.14


[4]
8
Properties=species:S:1:pos:R:3:nbo_charge:R:1 method="wB97M-V/def2-TZVPD" e_above_lowest_kcal_mol=26.1 lumo_energy_ev=-5.40 e_homo_ev=-16.299 multiplicity=1 charge=+1 gap_ev=10.9
O 0.83973 1.69615 -0.51487 -0.85
H 0.33985 2.49279 -0.60581 0.55
H 0.25579 0.70119 -0.14134 0.60
H 1.66283 1.66020 -0.97406 0.56
O -0.32165 -0.50013 0.18308 -0.61
C -0.76423 -1.66913 0.44408 0.39
H -0.07852 -2.50731 0.74023 0.18
H -1.73923 -1.90023 0.97083 0.19


[5]
9
Properties=species:S:1:pos:R:3:nbo_charge:R:1 method="wB97M-V/def2-TZVPD" lumo_energy_ev=7.87 e_homo_ev=1.444 multiplicity=1 charge=-2 gap_ev=6.4
O 1.82465 -1.28632 0.17959 -0.85
C 1.28800 -0.05362 0.05465 0.47
O 2.22248 1.08527 -0.06202 -0.95
P -0.62242 0.04365 -0.00383 0.42
H -0.71322 0.94799 1.11386 -0.22
H -0.48497 1.12838 -0.96340 -0.20
H -0.65995 -0.94993 -1.07019 -0.22
H -0.78709 -1.08059 0.92633 -0.21
H -2.06748 0.16517 -0.17500 -0.25


[6]
10
Properties=species:S:1:pos:R:3:nbo_charge:R:1 method="wB97M-V/def2-TZVPD" e_above_lowest_kcal_mol=125.2 lumo_energy_ev="-1.70 / -1.38" e_homo_ev="-9.135 / -8.917" multiplicity=1 charge=0 gap_ev="7.4 / 7.5"
C -0.78044 -0.24516 1.62993 -0.56
O -1.43943 0.52967 -1.53663 -0.91
O -0.50280 -1.71437 -1.25248 -0.92
P 1.78373 0.12785 -1.30176 0.07
S -0.48639 -0.33804 -0.92726 1.73
H -1.72649 -0.56587 1.78134 0.18
H 0.07820 -0.94380 1.88869 0.21
H -0.58335 0.78291 1.87653 0.19
H 1.57643 0.98862 -0.10268 -0.01
H 2.08056 1.37820 -2.05568 0.01


[7]
10
Properties=species:S:1:pos:R:3:nbo_charge:R:1 method="wB97M-V/def2-TZVPD" e_above_lowest_kcal_mol=38.4 lumo_energy_ev=0.68 e_homo_ev=-9.197 multiplicity=1 charge=0 gap_ev=9.9
C -0.15857 -1.32125 1.08606 -0.27
O 1.37294 1.69507 -0.69719 -1.01
O -1.25505 0.89687 -1.70234 -1.06
O 0.50326 -0.30865 0.35703 -0.84
P 0.10025 1.20123 0.08747 1.61
H -0.96509 -1.69179 0.40054 0.21
H -0.50117 -1.16655 2.12805 0.19
H 0.50982 -2.18293 1.25836 0.20
H 2.04473 1.14958 -1.05161 0.52
H -1.65112 1.72842 -1.86637 0.44


[8]
11
Properties=species:S:1:pos:R:3:nbo_charge:R:1 method="wB97M-V/def2-TZVPD" e_above_lowest_kcal_mol=71.7 lumo_energy_ev=2.56 e_homo_ev=-4.032 multiplicity=1 charge=-1 gap_ev=6.6
C 2.45860 0.18394 -0.01140 0.78
O 3.19591 -0.50413 -0.64682 -0.71
O 2.48936 1.24904 0.59722 -0.75
O -1.76374 0.34593 -0.38968 -1.31
Si -0.94188 -1.02412 -0.13617 1.16
Si -2.24646 1.88461 -0.09668 0.97
H -0.43474 -1.10346 -1.58593 -0.16
H -2.16757 -1.90060 0.14144 -0.27
H -0.39107 -1.35835 1.35105 -0.17
H -1.33260 2.37179 0.90275 -0.34
H 1.13418 -0.14464 -0.12576 -0.20


[9]
8
Properties=species:S:1:pos:R:3:nbo_charge:R:1 method="wB97M-V/def2-TZVPD" e_above_lowest_kcal_mol=87.3 lumo_energy_ev="0.38 / -1.66" e_homo_ev="-9.386 / -8.441" multiplicity=1 charge=0 gap_ev="9.8 / 6.8"
C 1.27052 -0.45417 0.20647 -0.47
O -1.41548 -1.18900 -0.38793 -0.86
P -2.22467 0.06283 0.05266 0.98
H 1.08408 0.61992 0.04335 0.16
H 1.20952 -1.14948 -0.60139 0.17
H 1.40522 -0.83534 1.12328 0.15
H -2.48770 0.10751 1.38734 -0.07
H -1.36911 1.15369 -0.24469 -0.06


[10]
8
Properties=species:S:1:pos:R:3:nbo_charge:R:1 method="wB97M-V/def2-TZVPD" e_above_lowest_kcal_mol=92.9 lumo_energy_ev=0.18 e_homo_ev=-8.663 multiplicity=1 charge=0 gap_ev=8.8
C -0.60599 0.02204 0.21174 -0.20
O -0.99659 1.30608 0.07898 -0.70
P 1.15453 -0.07386 0.82279 0.26
H -1.50712 -0.61351 0.41816 0.23
H -0.46862 -0.70039 -1.47181 -0.07
H -0.34498 1.69497 -0.46380 0.47
H 1.00373 -1.48441 0.97875 -0.01
H 1.76504 -0.15092 -0.57481 0.01


[11]
8
Properties=species:S:1:pos:R:3:nbo_charge:R:1 method="wB97M-V/def2-TZVPD" e_above_lowest_kcal_mol=3.0 smiles="C[PH2]=O" lumo_energy_ev=0.97 e_homo_ev=-10.528 multiplicity=1 charge=0 gap_ev=11.5
C 0.46445 0.43964 0.08914 -1.03
P -1.23278 -0.00556 -0.29619 1.60
O -2.14950 -0.15736 0.78083 -1.08
H 0.29691 1.01654 1.02481 0.26
H 1.10839 -0.45961 0.37799 0.25
H 0.91521 1.14831 -0.68528 0.26
H -1.41685 1.14378 -1.01360 -0.15
H -1.34614 -0.94269 -1.34460 -0.10


[12]
8
Properties=species:S:1:pos:R:3:nbo_charge:R:1 method="wB97M-V/def2-TZVPD" e_above_lowest_kcal_mol=0.0 lumo_energy_ev="0.94 / -2.78" e_homo_ev="-8.182 / -11.906" s2=2.01 multiplicity=3 charge=0 gap_ev="9.1 / 9.1"
C -0.53455 -0.02433 0.89115 -0.85
O 1.07253 -1.05555 -1.47292 -0.67
P 1.41132 0.41671 -1.93773 0.67
H -1.10782 -1.12269 0.97901 0.23
H -0.46835 0.21761 -0.13755 0.17
H -1.27356 0.60842 1.56940 0.23
H 0.61060 -0.03746 1.29389 0.23
H 0.28984 0.99730 -1.18524 0.00


[13]
9
Properties=species:S:1:pos:R:3:nbo_charge:R:1 method="wB97M-V/def2-TZVPD" e_above_lowest_kcal_mol=58.3 lumo_energy_ev=-0.11 e_homo_ev=-8.723 multiplicity=1 charge=0 gap_ev=8.6
C -0.12997 0.90225 -0.30192 -1.04
P 1.05368 1.06970 1.09036 0.31
P 0.79656 -0.65100 -0.25142 0.26
P -0.79567 -1.82651 0.72881 0.03
H -1.05045 0.77093 0.16082 0.22
H -0.08241 1.67306 -1.17809 0.28
H 2.33520 2.20735 0.06897 -0.05
H -0.57889 -2.92043 -0.08818 0.00
H -1.54805 -1.22535 -0.22936 -0.01


[14]
8
Properties=species:S:1:pos:R:3:nbo_charge:R:1 method="wB97M-V/def2-TZVPD" e_above_lowest_kcal_mol=79.7 lumo_energy_ev="-0.48 / -0.73" e_homo_ev="-7.948 / -8.074" multiplicity=1 charge=0 gap_ev="7.5 / 7.3"
C -0.46144 -0.98103 0.60328 -0.72
P 1.87653 0.98227 0.15900 -0.05
S 0.93139 -0.71708 -0.24632 0.33
H -1.04807 -1.88595 0.21277 0.23
H -1.30631 1.26393 -0.19834 -0.02
H -1.09826 -0.19964 0.93577 0.22
H 3.04791 0.52078 -0.70812 0.00
H -1.94174 1.01671 -0.75803 0.02


[15]
8
Properties=species:S:1:pos:R:3:nbo_charge:R:1 method="wB97M-V/def2-TZVPD" e_above_lowest_kcal_mol=23.9 lumo_energy_ev="0.89 / -2.83" e_homo_ev="-4.533 / -9.689" s2=2.01 multiplicity=3 charge=0 gap_ev="5.4 / 6.9"
C -0.36746 -0.88013 0.15724 -0.91
P 0.19036 0.83178 -0.13999 0.43
S -0.58393 2.47680 0.70104 -0.18
H 0.07744 -1.13525 1.09615 0.24
H 0.09962 -1.42726 -0.60280 0.24
H -1.42667 -1.03452 0.29090 0.23
H 0.43921 0.87166 -1.49976 0.00
H 1.57143 0.29692 -0.00279 -0.05


[16]
9
Properties=species:S:1:pos:R:3:nbo_charge:R:1 method="wB97M-V/def2-TZVPD" e_above_lowest_kcal_mol=95.3 lumo_energy_ev="-0.26 / -0.63" e_homo_ev="-7.975 / -7.411" multiplicity=1 charge=0 gap_ev="7.7 / 6.8"
C 1.08823 -0.05141 -0.09989 -0.63
P -1.45139 -1.04781 0.71014 0.00
S 1.39952 1.63250 0.12106 0.10
S 2.17458 -1.24185 0.47414 0.10
H 0.58432 -0.35422 -1.01826 0.24
H -1.52270 -1.24255 -0.80150 -0.05
H -0.62745 -2.25975 0.88301 -0.03
H 0.84540 1.89811 -1.07401 0.14
H 2.59535 -0.58663 1.62922 0.13


[17]
9
Properties=species:S:1:pos:R:3:nbo_charge:R:1 method="wB97M-V/def2-TZVPD" e_above_lowest_kcal_mol=20.2 lumo_energy_ev=3.24 e_homo_ev=-2.786 multiplicity=1 charge=-1 gap_ev=6.0
C 1.17032 -0.61058 -1.83556 -0.72
S 0.35860 -0.19088 -0.28314 -0.69
H 0.99202 0.16025 -2.58516 0.18
H 2.23680 -0.74837 -1.70600 0.18
H 0.76937 -1.55944 -2.23461 0.17
S -1.61789 1.61314 3.01347 -0.21
S -2.32874 0.12966 1.72203 -0.25
H -0.34914 1.16872 3.02867 0.14
H -1.23133 0.03749 0.88029 0.20


[18]
9
Properties=species:S:1:pos:R:3:nbo_charge:R:1 method="wB97M-V/def2-TZVPD" e_above_lowest_kcal_mol=9.7 lumo_energy_ev="0.33 / -2.34" e_homo_ev="-8.949 / -9.280" s2=0.76 multiplicity=2 charge=0 gap_ev="9.3 / 6.9"
S -2.75166 -0.77096 -0.67987 -0.31
H -2.58855 -1.98966 -0.20795 0.13
C 2.76039 -0.33719 0.03331 -0.79
S 1.49139 0.90106 -0.26917 0.26
S -0.04112 0.26462 0.98540 -0.15
H 2.30160 -1.23668 0.46364 0.25
H 3.52912 -0.12177 0.78082 0.23
H 3.27134 -0.49811 -0.91835 0.23
H -1.43740 -0.31182 -0.30410 0.13


[19]
16
Properties=species:S:1:pos:R:3:nbo_charge:R:1 method="wB97M-V/def2-TZVPD" e_above_lowest_kcal_mol=60.2 lumo_energy_ev="-9.19 / -9.19" e_homo_ev="-17.847 / -17.848" multiplicity=1 charge=+2 gap_ev="8.7 / 8.7"
B 0.77935 -1.77094 0.26059 1.41
C -0.84237 1.03737 -0.10437 0.42
N 0.12508 1.34643 0.54141 0.16
N -2.08492 0.79895 -0.33043 -0.43
N 2.12010 -0.02230 -0.51473 0.34
N -2.73056 -0.38814 0.30162 -0.54
N 3.34671 0.31929 -0.49781 -0.42
O 1.30066 1.14049 0.73595 -0.31
O -0.45315 -1.85420 0.22192 -0.91
O 1.96092 -1.29528 0.02657 -0.57
H -3.46414 -0.64008 -0.30720 0.45
H -3.23484 -0.23027 1.32024 0.49
H -1.81177 -0.95055 0.28701 0.50
H -2.65341 1.42326 -0.99026 0.49
H 4.12069 -0.12580 0.02450 0.46
H 3.52166 1.21178 -0.97501 0.46


[20]
15
Properties=species:S:1:pos:R:3:nbo_charge:R:1 method="wB97M-V/def2-TZVPD" smiles="N/C(NP(=O)(O)O)=[NH+]/I" lumo_energy_ev=-5.41 e_homo_ev=-14.640 multiplicity=1 charge=+1 gap_ev=9.2
N -1.82348 0.64901 0.75672 -0.83
C -0.53347 0.20794 0.95111 0.68
N 0.51860 0.85783 0.36201 -0.97
P 1.09492 0.28057 -1.14465 2.46
O 2.42342 0.75379 -1.27065 -1.05
O 1.07804 -1.30917 -1.24373 -0.95
O 0.17147 0.82755 -2.28945 -0.96
N -0.40179 -0.80289 1.73405 -0.66
I 1.38797 -1.64563 2.28032 0.51
H -2.22972 0.30054 -0.10730 0.42
H -1.80013 1.66418 0.74526 0.42
H 1.28779 1.01676 1.00916 0.46
H 0.21174 -1.71699 -1.07649 0.50
H -0.14165 0.10447 -2.85665 0.52
H -1.24368 -1.18797 2.15028 0.46